Below is an isolated molecule of C4H8ClOP, with properties calculated with ωB97M-V/def2-TZVPD.

Geometry as XYZ:
```
15
Properties=species:S:1:pos:R:3
C 0.074 -1.062 -0.161
C -0.048 0.304 0.553
C -0.044 -0.806 -1.568
C 1.276 1.074 0.835
O 3.712 1.662 -0.296
P 2.598 0.794 -0.478
Cl 3.264 -1.159 0.119
H 1.058 -1.483 0.065
H -0.795 -1.836 0.125
H -0.855 0.851 0.137
H -0.541 0.210 1.566
H 0.293 -1.761 -2.140
H -0.514 0.101 -1.937
H 1.303 2.176 0.853
H 1.809 0.742 1.754
```

Its expectation value of S² is 2.009. The value obtained for the HOMO-LUMO gap (alpha / beta) is 9.0 / 8.7 eV. The spin multiplicity is 3.

Löwdin atomic charge list, values in e, 4 entries: number 1, C, carries -0.379; number 2, C, carries -0.275; number 3, C, carries -0.053; number 4, C, carries -0.306



Below is the ion C5H10N3O2 with charge +1, with properties calculated with ωB97M-V/def2-TZVPD.

Geometry as XYZ:
```
20
Properties=species:S:1:pos:R:3
C 0.534 -2.359 0.010
C 0.242 -1.967 1.213
C 1.498 -3.354 -0.466
C -1.500 2.022 1.237
C -0.134 2.668 -0.745
N -0.005 -0.203 -0.941
N -0.543 0.332 0.068
N -0.589 1.613 0.177
O -0.113 -1.750 2.300
O 0.142 -1.530 -1.061
H 1.498 -3.366 -1.529
H 1.337 -4.409 -0.120
H 2.435 -3.060 -0.095
H -1.444 1.521 2.186
H -1.178 3.018 1.453
H -2.590 1.975 0.877
H 0.681 2.022 -1.277
H -0.806 2.929 -1.492
H 0.086 3.536 -0.071
H 0.447 0.362 -1.724
```

Its expectation value of S² is 2.013. The value obtained for the HOMO-LUMO gap (alpha / beta) is 5.9 / 8.8 eV. Its total charge is +1. The spin multiplicity is 3.

Löwdin atomic charge list, values in e, 4 entries: number 1, C, carries -0.220; number 2, C, carries -0.146; number 3, C, carries 0.020; number 4, C, carries -0.006



Below is a structure of composition BrPb3, with properties calculated with ωB97M-V/def2-TZVPD.

Geometry as XYZ:
```
4
Properties=species:S:1:pos:R:3
Pb -15.986 12.778 4.892
Pb -19.374 13.394 7.515
Pb -17.664 10.594 7.531
Br -17.546 12.550 6.470
```

The value obtained for the HOMO-LUMO gap is 9.1 eV. Its total charge is +5. The spin multiplicity is 1.

And the Löwdin charges, in e, turn out to be: number 1, Pb, carries 1.670; number 2, Pb, carries 1.642; number 3, Pb, carries 1.551; number 4, Br, carries 0.137



In the order shown, the computed F_max values come out to 3.95 4.17 15.48 eV/Å.